# C34H71Cl2FN2O17PS8

A cluster of 8 separate species, C34H71Cl2FN2O17PS8 in total (ωB97M-V/def2-TZVPD, the Open Molecules 2025 dataset).

LUMO: -3.8 eV
Net charge: +1
HOMO-LUMO gap: 0.28593 Ha

XYZ file:
```
136
Properties=species:S:1:pos:R:3:forces:R:3:mulliken_charge:R:1
C -4.066 4.697 5.153 -0.330 0.153 -0.514 -1.449
C -4.052 3.895 3.840 -0.243 -0.029 0.408 -0.058
Cl -3.391 4.887 2.516 0.062 0.168 0.151 -0.109
C -3.414 2.475 3.907 -0.306 0.395 -0.560 -0.589
Cl -3.198 1.874 2.249 0.126 -0.410 0.166 0.129
P -1.880 2.380 4.919 -0.128 1.337 -0.244 0.230
N -2.331 2.177 6.522 -0.047 -1.021 -0.830 -0.541
C -0.918 3.897 4.781 0.751 0.038 0.067 -0.609
C 0.615 3.753 4.630 0.794 0.504 0.048 -0.272
O 1.216 3.118 5.729 -1.406 0.146 0.184 -0.341
C 1.107 3.113 3.310 -0.081 0.406 -0.201 -0.534
N 0.258 3.341 2.139 -0.095 -0.261 0.537 -0.374
S -0.855 0.520 4.445 0.067 -1.794 1.801 0.511
O -1.887 -0.414 4.767 -0.211 0.507 -0.723 -0.562
O 0.364 0.418 5.160 -0.085 0.567 -0.615 -0.347
F -0.583 0.481 2.932 0.106 0.307 0.034 0.251
H -5.015 5.229 5.194 0.024 0.069 0.066 0.413
H -3.293 5.459 5.128 0.175 -0.142 0.324 0.362
H -4.022 4.078 6.047 0.170 0.001 0.033 0.349
H -5.090 3.719 3.566 0.061 -0.183 -0.210 0.601
H -4.164 1.819 4.351 0.191 -0.076 0.260 0.694
H -3.323 1.936 6.531 0.002 0.084 0.240 0.424
H -1.870 1.343 6.899 0.209 0.341 0.409 0.409
H -1.277 4.547 3.986 -0.331 -0.361 -0.159 0.343
H -1.097 4.422 5.722 -0.130 -0.184 0.115 0.564
H 0.996 4.780 4.608 -0.379 0.153 -0.132 0.506
H 1.438 3.769 6.401 0.110 -0.031 -0.004 0.329
H 1.312 2.053 3.446 -0.086 0.002 0.024 -0.141
H 2.068 3.577 3.098 0.137 -0.194 0.106 0.434
H -0.004 4.317 2.060 0.068 -0.002 -0.196 0.301
H -0.595 2.796 2.188 -0.033 0.081 -0.270 0.125
C -1.558 -2.637 -1.290 0.096 0.061 -0.096 -0.487
C -1.269 -2.267 0.167 -0.062 -0.135 0.030 -0.941
C -1.214 -0.740 0.241 0.216 -0.163 0.212 0.140
S -2.274 -0.136 -1.074 -0.008 -0.545 -0.197 1.228
O -1.462 0.568 -2.040 -0.098 0.257 0.090 -0.713
O -3.446 0.495 -0.501 0.042 0.346 0.060 -0.535
C -2.703 -1.734 -1.737 0.141 -0.189 0.116 -0.687
H -1.822 -3.688 -1.395 -0.048 0.010 -0.022 0.446
H -0.670 -2.447 -1.895 0.008 -0.027 0.009 0.053
H -2.074 -2.640 0.805 -0.022 0.033 -0.011 0.397
H -0.339 -2.709 0.519 0.035 0.036 -0.043 0.436
H -1.583 -0.360 1.186 -0.115 0.080 -0.124 -0.427
H -0.208 -0.365 0.055 -0.026 0.052 -0.088 0.314
H -2.811 -1.662 -2.814 -0.075 0.108 0.012 0.389
H -3.647 -2.041 -1.291 -0.050 0.067 -0.044 0.308
C -6.703 -0.436 -5.445 0.021 -0.040 0.166 -0.773
C -6.398 0.277 -4.119 -0.026 -0.193 -0.309 -0.180
C -6.563 -0.757 -3.001 0.031 0.332 0.040 -0.453
S -6.209 -2.359 -3.737 -0.021 0.300 -0.104 1.057
O -7.408 -3.157 -3.722 0.097 -0.137 0.093 -0.691
O -4.969 -2.873 -3.197 -0.153 -0.230 -0.030 -0.588
C -5.939 -1.757 -5.401 -0.055 0.179 -0.244 -0.711
H -6.408 0.166 -6.303 -0.004 -0.014 -0.012 0.372
H -7.775 -0.631 -5.522 0.005 -0.018 -0.035 0.340
H -5.370 0.648 -4.135 -0.001 -0.003 0.017 0.177
H -7.048 1.129 -3.955 0.110 -0.177 -0.091 0.281
H -5.872 -0.586 -2.177 -0.024 -0.116 0.041 0.101
H -7.584 -0.783 -2.627 -0.006 -0.126 -0.021 0.413
H -6.296 -2.495 -6.114 0.021 -0.115 0.110 0.438
H -4.868 -1.600 -5.527 0.013 -0.035 0.047 0.334
C 2.184 -0.580 -4.646 -0.083 0.090 0.125 -0.626
C 2.106 0.756 -3.896 0.043 -0.030 -0.079 -0.801
C 1.920 0.435 -2.410 -0.100 0.239 -0.039 0.221
S 2.689 -1.170 -2.149 0.109 0.384 -0.575 0.998
O 1.664 -2.123 -1.778 0.045 -0.041 0.297 -0.595
O 3.875 -1.014 -1.338 -0.142 -0.191 0.244 -0.666
C 3.146 -1.453 -3.849 -0.092 0.016 -0.144 -0.199
H 2.524 -0.450 -5.671 0.006 -0.043 -0.003 0.427
H 1.196 -1.046 -4.675 0.016 -0.029 -0.022 0.264
H 3.037 1.309 -4.041 0.012 -0.018 0.004 0.307
H 1.294 1.382 -4.263 -0.017 -0.003 0.039 0.382
H 2.404 1.165 -1.764 0.019 -0.103 0.105 0.457
H 0.866 0.350 -2.149 -0.008 -0.075 -0.002 -0.467
H 3.063 -2.511 -4.082 0.065 0.080 0.149 -0.081
H 4.177 -1.121 -3.974 0.018 -0.007 0.079 0.434
C 5.188 -1.090 4.293 0.082 0.235 -0.032 -0.122
C 5.514 -0.777 5.759 -0.067 -0.048 -0.071 -0.795
C 5.509 0.750 5.914 0.148 -0.232 0.177 -0.839
S 4.375 1.377 4.668 -0.064 -0.463 0.277 1.185
O 5.114 2.162 3.712 -0.103 0.242 -0.078 -0.730
O 3.183 1.913 5.299 1.058 -0.348 -0.407 -0.562
C 3.992 -0.212 3.936 -0.002 -0.296 -0.049 -0.807
H 4.965 -2.145 4.144 0.005 -0.020 -0.009 0.447
H 6.042 -0.834 3.661 -0.108 -0.072 0.113 -0.122
H 4.750 -1.215 6.405 -0.023 0.017 0.006 0.354
H 6.474 -1.197 6.056 0.025 0.022 -0.039 0.375
H 5.160 1.062 6.895 -0.036 0.143 -0.052 0.404
H 6.489 1.179 5.715 -0.043 0.060 -0.098 0.368
H 3.846 -0.092 2.864 -0.027 0.144 -0.004 0.540
H 3.077 -0.576 4.404 -0.032 0.083 0.027 0.266
C 2.584 -7.655 -5.906 0.079 0.015 0.110 -0.581
C 2.414 -7.337 -4.414 -0.030 0.019 -0.076 -0.645
C 3.459 -6.276 -4.049 -0.185 -0.199 0.223 -0.526
S 3.776 -5.347 -5.556 -0.228 -0.253 -0.007 1.110
O 5.138 -5.568 -5.964 0.037 0.195 0.023 -0.676
O 3.247 -4.008 -5.418 0.189 -0.115 -0.177 -0.678
C 2.695 -6.307 -6.610 -0.157 -0.236 -0.089 -0.714
H 1.751 -8.239 -6.293 0.005 0.001 -0.013 0.345
H 3.499 -8.232 -6.059 -0.003 0.005 -0.038 0.306
H 1.411 -6.942 -4.239 0.005 0.015 -0.011 0.297
H 2.527 -8.226 -3.796 0.008 0.008 0.011 0.329
H 3.103 -5.593 -3.282 0.097 0.097 -0.040 0.258
H 4.400 -6.725 -3.737 0.065 0.066 -0.093 0.372
H 3.124 -6.368 -7.607 0.081 0.126 0.026 0.381
H 1.732 -5.798 -6.646 0.028 0.057 0.013 0.351
C -7.717 4.764 -0.189 0.104 -0.075 -0.020 -0.681
C -6.201 4.776 0.050 -0.083 0.008 -0.102 -0.017
C -5.555 3.912 -1.043 0.110 0.028 0.399 -0.553
S -6.652 4.005 -2.465 -0.043 0.291 0.144 1.183
O -7.208 2.695 -2.709 0.006 0.366 0.187 -0.675
O -6.015 4.750 -3.517 -0.024 -0.187 -0.138 -0.726
C -7.904 5.019 -1.682 -0.151 0.051 0.278 -0.825
H -8.229 5.516 0.411 -0.014 0.002 -0.014 0.391
H -8.127 3.787 0.075 -0.030 0.008 -0.023 0.304
H -5.830 5.801 -0.021 0.000 0.000 -0.001 0.330
H -5.942 4.403 1.041 -0.004 -0.004 -0.001 -0.240
H -4.574 4.278 -1.334 -0.010 -0.081 -0.143 0.418
H -5.484 2.867 -0.743 -0.023 -0.037 -0.116 0.231
H -8.885 4.735 -2.054 0.060 -0.049 -0.121 0.425
H -7.692 6.057 -1.937 0.033 -0.018 -0.062 0.348
C 6.576 -1.285 0.346 0.160 0.016 -0.009 0.064
C 7.776 -0.475 -0.160 -0.023 -0.067 0.045 -0.806
C 8.808 -0.419 0.975 -0.069 0.234 -0.268 -0.699
S 8.560 -1.910 1.950 0.114 -0.102 -0.516 1.123
O 8.099 -1.533 3.265 0.146 -0.041 0.183 -0.594
O 9.683 -2.794 1.780 -0.037 0.040 0.273 -0.700
C 7.165 -2.524 1.012 -0.262 0.079 -0.136 -0.747
H 5.895 -1.549 -0.458 -0.023 0.032 0.060 0.275
H 6.017 -0.698 1.079 -0.046 0.004 0.005 -0.121
H 8.211 -0.973 -1.028 -0.002 -0.017 0.014 0.336
H 7.483 0.527 -0.471 0.013 0.000 0.009 0.371
H 9.830 -0.409 0.605 0.053 -0.061 0.144 0.400
H 8.642 0.436 1.629 -0.011 -0.060 0.096 0.355
H 6.474 -3.031 1.681 0.102 -0.050 0.096 0.383
H 7.552 -3.225 0.272 0.056 -0.016 0.050 0.418
```
Positions in Å, forces in eV/Å.